ORCA calculation (the ωB97M-V functional and the def2-TZVPD basis) on a molecular structure, C43H59AsN2NiOSSi2Te.

Geometry as XYZ:
```
111
Properties=species:S:1:pos:R:3:mulliken_charge:R:1
Ni 0.17459 0.35529 -0.13924 -0.49
C 0.21627 -3.99228 5.30352 -1.84
C 1.33519 -3.39106 4.44205 2.03
C 2.66372 -4.09518 4.74785 -1.76
C 1.47267 -1.91303 4.80366 -1.53
C 0.98981 -3.57738 2.96595 0.40
C 0.80541 -4.87889 2.45902 -0.34
C 0.44258 -5.12024 1.15120 -1.33
C 0.26177 -4.02874 0.30693 1.76
S -0.28416 -3.95308 -1.34008 -0.56
C -0.19312 -2.21325 -1.27760 0.13
N 0.21772 -1.74449 -0.14444 1.60
C 0.46881 -2.73618 0.78115 -2.75
C 0.83127 -2.50623 2.10773 0.51
C -0.56522 -1.30573 -2.35914 1.44
C -0.92657 -1.77298 -3.62301 -0.95
C -1.28466 -0.85951 -4.59834 -0.97
C -1.28355 0.49844 -4.28886 -0.78
C -0.90887 0.94164 -3.02765 0.69
C -0.52651 0.05713 -2.01499 -0.78
H 0.45745 -3.87645 6.36311 0.45
H 0.07513 -5.05595 5.10499 0.35
H -0.72876 -3.48114 5.11073 0.36
H 2.93379 -3.94841 5.79669 0.47
H 3.46493 -3.68845 4.12741 0.31
H 2.60601 -5.16938 4.56339 0.33
H 1.70703 -1.81906 5.86636 0.49
H 0.54952 -1.36025 4.61373 0.35
H 2.27806 -1.43852 4.24066 0.00
H 0.93782 -5.72476 3.12183 0.40
H 0.29357 -6.13281 0.79876 0.42
H 0.95158 -1.48189 2.43351 0.02
H -0.92451 -2.83489 -3.85022 0.41
H -1.56215 -1.19672 -5.58939 0.34
H -1.56752 1.21758 -5.05047 0.44
H -0.91573 2.00829 -2.83163 0.39
C -2.47416 -1.59005 1.68276 -1.16
C -1.90663 -0.21817 2.06046 0.43
O -1.92929 0.11567 3.25118 -0.74
N -1.49184 0.49468 1.01627 0.16
Te -0.97048 2.63789 1.48820 0.65
C -0.99136 4.74916 2.18676 -0.40
C 0.22617 5.38899 2.43204 1.10
C 1.56507 4.70176 2.32011 -1.17
C 0.22394 6.74288 2.77413 -0.91
C -0.95114 7.46496 2.89375 0.83
C -0.93944 8.92556 3.25894 -1.62
C -2.15243 6.79692 2.68791 -0.88
C -2.19581 5.44910 2.34704 1.17
C -3.54115 4.80073 2.16824 -1.44
C -1.84145 3.22325 -0.35936 0.72
C -1.11977 4.09583 -1.18609 0.96
C 0.26653 4.59214 -0.87216 -1.52
C -1.69972 4.53783 -2.37607 -0.78
C -2.95661 4.12184 -2.77832 0.79
C -3.55928 4.58540 -4.07712 -1.75
C -3.64738 3.24981 -1.94871 -0.98
C -3.12340 2.79568 -0.74274 0.94
C -3.98155 1.86633 0.07137 -1.86
H -3.53177 -1.57822 1.95255 0.49
H -1.98836 -2.36300 2.27872 0.11
H -2.37480 -1.81214 0.62141 0.05
H 1.49480 3.62643 2.46191 -0.44
H 2.25592 5.10050 3.06478 0.57
H 2.00889 4.86426 1.33433 0.27
H 1.17363 7.23903 2.95316 0.34
H 0.08016 9.30078 3.34842 0.35
H -1.44604 9.09941 4.21078 0.34
H -1.45256 9.52406 2.50344 0.33
H -3.08750 7.33746 2.80600 0.40
H -4.31476 5.39173 2.66041 0.50
H -3.55091 3.79593 2.59065 0.22
H -3.80019 4.71201 1.11109 0.17
H 0.85846 3.84541 -0.34141 -0.25
H 0.22862 5.49788 -0.26115 0.29
H 0.79459 4.82465 -1.79793 0.51
H -1.13073 5.20869 -3.01203 0.34
H -2.85645 5.19963 -4.64040 0.37
H -4.46101 5.17791 -3.90643 0.36
H -3.84155 3.73571 -4.70207 0.35
H -4.63414 2.90506 -2.24395 0.39
H -5.03537 2.06218 -0.13344 0.58
H -3.80236 1.96531 1.14122 0.16
H -3.75687 0.82979 -0.18419 0.20
C 2.76569 0.96601 2.87993 -0.72
Si 3.74375 0.53427 1.32057 0.33
C 4.22986 -1.29036 1.44311 -0.80
C 5.36142 1.49282 1.46998 -1.19
As 2.49979 1.15886 -0.52095 -0.16
Si 3.48533 -0.15364 -2.15921 0.13
C 5.34937 0.14472 -2.18914 -1.14
C 2.78418 0.35234 -3.83134 -0.91
C 3.26730 -2.02461 -2.05489 -0.74
H 3.24970 0.52337 3.75650 0.49
H 1.72548 0.63271 2.85667 -0.14
H 2.75992 2.04909 3.02811 0.28
H 4.71675 -1.47183 2.40843 0.33
H 4.93561 -1.57925 0.65980 0.41
H 3.36314 -1.94916 1.36821 -0.05
H 5.92168 1.17974 2.35645 0.31
H 5.15392 2.56278 1.55232 0.27
H 5.99709 1.34834 0.59416 0.28
H 5.56934 1.21179 -2.26440 0.29
H 5.79518 -0.36084 -3.05218 0.36
H 5.83830 -0.23652 -1.28935 0.26
H 2.79016 1.43685 -3.95592 0.27
H 1.75009 0.01137 -3.92455 0.13
H 3.36845 -0.09396 -4.64248 0.38
H 3.60826 -2.44453 -1.10702 0.19
H 3.84529 -2.48875 -2.86241 0.52
H 2.22336 -2.30314 -2.19814 0.07
```

Output
* ⟨S²⟩: 3.78
* net charge: -1
* ΔE to the lowest compared entry with this formula, charge and spin: 8.7 kcal per mole
* 2S+1: 4
* molecular weight: 969.41 g/mol

---

ORCA calculation (the ωB97M-V functional and the def2-TZVPD basis) on a molecular structure, C13H48AgF6N23O17S2.

Geometry as XYZ:
```
110
Properties=species:S:1:pos:R:3:mulliken_charge:R:1
Ag 1.44745 5.59911 18.75228 2.23
C -2.08026 5.74882 21.31511 0.63
F -2.22194 7.02971 21.18870 -0.22
F -1.11485 5.51895 22.21990 -0.17
F -3.16797 5.12480 21.71213 -0.23
S -1.49408 4.96233 19.72572 0.47
O -2.21870 3.72900 19.63054 -0.63
O -1.44315 5.84965 18.63646 -0.44
N 0.00716 4.60588 20.05518 -0.61
S 0.47479 3.27541 20.99477 0.43
O -0.62829 2.81973 21.77124 -0.60
O 1.11982 2.31085 20.11748 -0.45
C 1.82903 3.82546 22.21603 0.69
F 1.59739 5.02220 22.64996 -0.25
F 1.87555 3.03911 23.22829 -0.25
F 2.94298 3.83414 21.51456 -0.23
O 1.22226 7.48101 20.09733 1.26
H 0.62515 8.24501 20.23315 -0.53
H 2.15882 7.77177 20.23162 -0.19
O 0.80678 4.95453 16.78031 0.23
H 1.57529 4.88923 16.14924 -0.17
H 0.18835 4.17738 16.63205 -0.03
C -0.68245 8.60196 23.40697 0.58
O -0.51960 9.38083 22.49300 -0.64
N 0.15833 7.57431 23.55867 -0.17
N -1.70286 8.77965 24.24068 -0.48
H 0.01839 6.84983 24.27567 0.18
H 0.96054 7.61121 22.97277 0.01
H -2.49677 9.25577 23.84347 0.23
H -1.88930 8.14684 24.99521 0.18
C 7.96239 5.33705 15.94481 0.52
O 6.96985 5.18475 16.64907 -0.60
N 8.50439 6.57263 15.83758 -0.27
N 8.47285 4.19788 15.36113 -0.48
H 8.13918 7.34863 16.39487 0.22
H 9.17525 6.80852 15.12344 0.21
H 9.21075 4.18768 14.70183 0.19
H 7.73827 3.49943 15.29398 0.25
C -0.49221 1.77820 16.29420 0.68
O -0.62086 2.97764 15.92943 -0.72
N -1.30509 0.82862 15.62236 -0.47
N 0.33628 1.49035 17.23904 0.05
H -1.38173 -0.09750 16.03114 0.21
H -2.15395 1.23821 15.30169 0.28
H 0.54324 0.57663 17.60452 0.21
H 1.06024 2.15481 17.44352 -0.22
C -0.43107 10.98318 19.45856 0.64
O -0.11425 11.41569 18.36963 -0.76
N -0.81918 9.70409 19.56888 -0.17
N -0.53550 11.81750 20.48020 -0.30
H -0.58487 9.21806 18.70700 -0.07
H -1.41886 9.32018 20.25510 0.05
H -0.54510 12.81266 20.28424 0.27
H -0.94635 11.53479 21.35907 0.19
C 4.15112 2.55552 18.54769 0.54
O 3.18380 2.70884 17.78011 -0.65
N 4.03405 1.51143 19.38124 -0.38
N 5.30993 3.26472 18.44226 -0.11
H 3.06690 1.30596 19.51216 0.22
H 4.73962 1.32677 20.09759 0.23
H 5.21182 4.05548 17.80616 -0.07
H 6.19193 2.79725 18.41529 0.21
C 3.22335 10.94052 20.48759 0.47
O 3.77355 9.86367 20.64090 -0.53
N 3.34376 11.82627 21.53236 -0.49
N 2.50364 11.31779 19.48491 -0.14
H 2.69058 12.56511 21.74093 0.20
H 3.83902 11.43220 22.29992 0.19
H 2.46216 12.27768 19.17223 0.18
H 2.14333 10.58663 18.86417 0.00
C 4.74346 6.54910 21.75495 -0.17
O 3.75950 6.68986 21.04509 0.05
N 4.97599 7.61085 22.54497 -0.37
N 5.59058 5.46358 21.51121 -0.33
H 5.48714 7.66781 23.41177 0.25
H 4.20500 8.28794 22.41741 0.16
H 6.40149 5.23012 22.06684 0.22
H 5.07875 4.68392 21.11001 0.15
C 3.19382 4.48922 14.34287 0.32
O 2.99966 5.52158 13.68579 -0.66
N 2.22426 3.50817 14.19676 -0.30
N 4.31431 4.29400 15.14025 -0.11
H 1.41025 3.76725 13.59880 0.21
H 2.36974 2.49179 14.32478 0.20
H 4.93273 5.10564 15.19096 0.12
H 4.32107 3.63846 15.92494 0.08
C 3.52586 7.17221 17.11975 -0.13
O 3.15821 6.04371 17.71732 1.03
N 2.66253 8.12546 16.87413 -0.02
N 4.83267 7.28939 16.78294 0.05
H 3.00018 8.77214 16.19644 0.33
H 1.61372 7.92548 16.90219 -0.39
H 5.28439 6.42114 16.59631 -0.50
H 5.45128 8.10462 16.62351 0.19
C 7.14457 8.72399 18.52848 0.62
O 7.35165 8.79879 17.32949 -0.86
N 6.61369 7.73809 19.18900 -0.14
N 7.40808 9.78644 19.25983 -0.40
H 6.00386 7.92786 19.96923 0.22
H 6.32989 6.90037 18.67774 0.13
H 7.87966 10.57392 18.86965 0.25
H 7.40485 9.76808 20.28166 0.17
C -0.72558 8.42225 16.24984 0.48
O -0.03295 8.13719 17.25546 -0.42
N -1.03665 7.49712 15.38368 -0.36
N -0.92173 9.70445 15.96485 -0.44
H -1.44618 7.72955 14.47966 0.22
H -1.03910 6.54119 15.70508 0.17
H -1.79971 9.92957 15.48312 0.24
H -0.56000 10.33943 16.66580 0.15
```

Output
* E: -125318.73749 eV
* ⟨S²⟩: 0.75
* net charge: +1
* 2S+1: 2
* molecular weight: 1084.66 g/mol

---

ORCA calculation (the ωB97M-V functional and the def2-TZVPD basis) on 17 unconnected molecules or ions with the total composition H34O17.

Geometry as XYZ:
```
51
Properties=species:S:1:pos:R:3:mulliken_charge:R:1
O 2.28779 3.09333 1.66247 -0.62
H 1.56649 3.59961 1.21493 0.39
H 3.12635 3.13527 1.26228 0.28
O 0.21073 1.19319 -3.06478 -0.41
H 0.36981 1.92586 -3.62451 0.25
H 0.59733 0.39654 -3.45424 0.23
O -2.26155 3.67320 1.04818 -0.69
H -3.14298 4.04644 1.11671 0.30
H -2.33617 2.78758 0.67964 0.34
O -1.79113 -1.85131 3.43165 -0.63
H -1.33330 -1.84975 2.60559 0.36
H -1.27230 -1.55085 4.17077 0.26
O 0.09925 -3.92169 3.93388 -0.61
H -0.80487 -4.11663 3.65803 0.33
H -0.07596 -3.33223 4.63665 0.28
O 0.27636 3.99919 0.22832 -0.70
H 0.25182 3.21641 -0.32536 0.26
H -0.64254 4.16837 0.52035 0.43
O 4.42785 1.23843 1.98558 -0.62
H 3.84262 0.87667 2.64793 0.29
H 4.74237 2.03794 2.41742 0.30
O 3.17887 0.59176 -2.76193 -0.64
H 3.06569 0.75438 -1.82715 0.29
H 2.59762 -0.11916 -3.04186 0.29
O 1.33763 -2.82689 -3.00058 -0.53
H 0.89712 -2.99742 -2.14441 0.33
H 2.11036 -3.35516 -3.09351 0.26
O 2.65254 -0.77079 0.58035 -0.47
H 2.56138 -0.54920 1.51085 0.23
H 3.45079 -0.35368 0.27401 0.32
O 0.15764 -0.93401 -4.80644 -0.60
H -0.78732 -0.84756 -4.88007 0.29
H 0.49792 -1.78093 -5.08661 0.27
O -3.33788 -3.93525 -1.79362 -0.62
H -2.93871 -4.34075 -2.55150 0.29
H -4.20024 -4.27108 -1.57050 0.28
O 0.35741 -1.86750 -0.74288 -0.80
H 0.97208 -1.23877 -1.13011 0.24
H -0.46421 -1.82013 -1.23153 0.37
O -1.61116 1.38500 5.37123 -0.61
H -1.16299 2.24206 5.44117 0.33
H -1.10480 1.11209 4.61004 0.29
O -2.61372 1.77935 -1.06511 -0.62
H -2.38644 1.83598 -1.98203 0.32
H -1.94624 1.12568 -0.82610 0.29
O -2.66530 -1.17270 -1.36182 -0.57
H -3.31651 -0.56038 -1.01001 0.32
H -3.09091 -2.01503 -1.44425 0.29
O -0.62882 0.44462 0.43087 -0.46
H -0.05736 -0.26449 0.08792 0.29
H 0.09503 0.98647 0.76928 0.30
```

Output
* ΔE to the lowest compared entry with this formula, charge and spin: 56.9 kcal per mole
* 2S+1: 1
* molecular weight: 306.25 g/mol

---

ORCA calculation (the ωB97M-V functional and the def2-TZVPD basis) on 18 unconnected molecules or ions with the total composition H36O18.

Geometry as XYZ:
```
54
Properties=species:S:1:pos:R:3:mulliken_charge:R:1
O 3.36127 1.99349 3.22484 -0.63
H 3.36459 1.21251 2.67141 0.37
H 2.45473 2.29993 3.20205 0.36
O -3.38680 4.49341 1.69581 -0.62
H -3.72565 5.13142 1.06782 0.31
H -3.04428 3.78229 1.15430 0.36
O -2.04315 1.57266 3.87574 -0.56
H -2.34604 0.84749 4.42218 0.26
H -2.62507 2.29960 4.09751 0.29
O 0.85426 -2.66842 -2.47925 -0.57
H 1.57913 -2.73410 -1.85757 0.27
H 0.08507 -2.94487 -1.98110 0.36
O -3.85766 -1.51219 0.88068 -0.68
H -3.18215 -1.24033 1.50198 0.35
H -4.48715 -0.79110 0.87985 0.27
O 3.27759 -3.08883 -0.89181 -0.61
H 2.78540 -3.14875 -0.07302 0.28
H 4.18999 -2.99747 -0.61721 0.29
O 4.52377 2.10694 -2.34175 -0.62
H 4.94117 2.70778 -1.72451 0.30
H 4.39794 2.62723 -3.13529 0.29
O -1.49599 2.23166 -4.69343 -0.64
H -1.45128 2.52199 -3.78242 0.29
H -1.92554 1.37725 -4.65221 0.38
O -2.15621 -0.33236 -3.92829 -0.68
H -2.80906 -0.83907 -3.44531 0.31
H -1.64344 -0.98896 -4.39966 0.32
O -4.62254 -3.83458 -0.27300 -0.63
H -3.84427 -4.39056 -0.23550 0.30
H -4.34668 -3.00845 0.12402 0.42
O 0.02491 0.16040 0.36534 -0.54
H -0.17473 -0.76880 0.47927 0.30
H 0.86951 0.17095 -0.08496 0.21
O -2.41373 1.88198 0.84090 -0.65
H -2.46329 1.63640 1.76474 0.33
H -1.68435 1.36779 0.49470 0.30
O 2.91328 0.04928 -1.39350 -0.43
H 3.39230 -0.63184 -1.86558 0.25
H 3.36089 0.86271 -1.62636 0.35
O 0.94725 2.80466 4.34502 -0.70
H 0.15500 2.48707 3.91177 0.34
H 0.91046 3.75593 4.24520 0.33
O 3.92106 -1.52129 -3.85795 -0.63
H 3.85898 -2.11667 -4.60487 0.28
H 3.35032 -1.90858 -3.19425 0.29
O -2.34693 -1.19424 3.01495 -0.72
H -2.00614 -1.56519 3.82889 0.29
H -1.96335 -0.31835 2.97132 0.35
O 3.89885 -0.13135 1.54464 -0.69
H 4.34405 -0.94988 1.76385 0.26
H 3.22639 -0.38570 0.91270 0.33
O -1.32124 -2.29458 -0.58444 -0.58
H -2.12787 -2.12594 -0.09745 0.23
H -1.49360 -1.95035 -1.46082 0.37
```

Output
* ΔE to the lowest compared entry with this formula, charge and spin: 51.9 kcal per mole
* 2S+1: 1
* molecular weight: 324.27 g/mol

---

- The lowest molecular weight belongs to which entry?
  H34O17

---

- Look up the 2S+1 of the third one.
  1